Entry 1:
This record from OMol25 describes an isolated molecule of C5H7N. The level of theory is ωB97M-V with the def2-TZVPD basis set.

Results
HOMO-LUMO gap = 11.02 eV
relative energy (zero: lowest compared OMol25 entry of this formula, charge and spin) = 2.038 eV
multiplicity = 1
E = -6786.475 eV
SMILES = C=CCCC#N

Geometry as XYZ:
```
13
Properties=species:S:1:pos:R:3:forces:R:3
C -1.7410 -0.7927 0.6810 0.09 -3.28 2.23
C -1.3613 0.0516 -0.2203 -0.16 2.43 -0.76
C -0.1076 0.8755 -0.0012 -0.24 -1.02 1.28
C 1.0884 0.2363 -0.6757 2.78 0.47 -2.86
C 2.0921 -0.4977 0.0977 -1.74 0.58 0.28
N 2.8838 -1.0182 0.7262 1.12 -0.77 0.71
H -1.2291 -0.8546 1.6655 -0.03 0.01 -0.82
H -2.3409 -1.7027 0.4908 -0.56 1.19 0.08
H -2.0703 0.3050 -1.0374 1.14 -0.57 -0.09
H -0.2354 1.9228 -0.2436 0.17 0.07 -0.39
H 0.2856 0.8172 1.0391 -1.24 0.33 -0.14
H 1.7429 1.1380 -0.9394 -0.78 -1.20 -0.57
H 0.9927 -0.4803 -1.5827 -0.56 1.75 1.06
```
Positions in Å, forces in eV/Å.

Table of Löwdin atomic charges, one value per atom, all in e: C -0.022; C -0.203; C -0.214; C -0.207; C -0.270; N 0.138; H 0.076; H 0.070; H 0.115; H 0.104; H 0.123; H 0.138; H 0.152

Entry 2:
This record from OMol25 describes an isolated molecule of CH5N2PS. The level of theory is ωB97M-V with the def2-TZVPD basis set.

Results
HOMO-LUMO gap = 8.53 eV
relative energy (zero: lowest compared OMol25 entry of this formula, charge and spin) = 2.816 eV
multiplicity = 1
E = -24219.183 eV
SMILES = C/N=N/SP

Geometry as XYZ:
```
10
Properties=species:S:1:pos:R:3:forces:R:3
C -2.1017 0.5974 -0.1217 -0.79 1.17 -0.77
N -0.6697 0.7784 -0.0682 0.24 0.72 0.53
N 0.0578 -0.1674 0.0454 1.45 1.98 0.07
S 1.8828 0.7889 0.0336 -1.83 -0.56 -0.56
P 3.0995 -0.8648 -0.1027 -0.95 -1.29 -1.51
H -2.3175 0.9076 -1.2257 -0.25 -0.49 2.14
H -2.6361 1.2834 0.6721 1.19 -1.28 -1.83
H -2.2809 -0.4463 0.0560 -0.81 -0.53 -0.01
H 3.0180 -1.0354 1.2456 0.06 -1.01 1.14
H 1.9479 -1.8418 -0.5344 1.70 1.31 0.79
```
Positions in Å, forces in eV/Å.

Table of Löwdin atomic charges, one value per atom, all in e: C -0.119; N -0.261; N -0.168; S 0.247; P 0.325; H 0.114; H 0.117; H 0.047; H -0.218; H -0.085

Entry 3:
This record from OMol25 describes an isolated molecule of C9H10ClN3OS. The level of theory is ωB97M-V with the def2-TZVPD basis set.

Results
HOMO-LUMO gap = 8.85 eV
relative energy (zero: lowest compared OMol25 entry of this formula, charge and spin) = 2.360 eV
multiplicity = 1
E = -39366.814 eV

Geometry as XYZ:
```
25
Properties=species:S:1:pos:R:3:forces:R:3
C 2.3307 -3.5816 0.4552 -0.22 -0.82 0.47
C -1.6474 0.8725 -1.0448 -2.02 0.20 0.55
C -2.9074 0.2078 -1.0861 2.59 0.51 0.43
C -1.1583 -0.3012 0.9088 0.69 -0.63 1.39
C -0.8087 0.6870 0.0452 1.39 1.17 -1.50
C -3.1578 -0.6869 -0.0733 -1.67 0.55 -0.02
C 0.7329 2.6202 0.9239 -0.73 -3.15 -1.73
C 1.5380 0.2244 0.5522 -1.95 -0.40 -2.14
C 0.6318 1.3215 0.0709 -3.56 -1.24 0.72
N 2.6927 -4.6129 0.8386 -0.08 -0.20 -0.30
N -2.3416 -0.8811 0.8875 1.19 -1.67 1.76
N 2.0579 -2.3471 0.1977 0.34 0.87 0.59
O 1.9022 -0.8819 -1.8126 -0.05 -0.65 -0.85
S 1.0629 -1.3839 -0.4309 2.36 0.34 -0.40
Cl -4.7388 -1.4853 0.1010 0.62 0.34 -0.42
H -1.4105 1.6410 -1.7697 -0.01 -0.17 -0.25
H -3.5838 0.3618 -1.8526 -1.17 0.29 -1.45
H -0.3460 -0.7013 1.5910 -1.77 0.45 -0.15
H 0.3669 2.4735 1.9000 -0.15 -0.07 1.23
H 1.7487 2.6913 0.7977 2.58 1.65 0.67
H 0.1761 3.3021 0.3778 -0.80 1.88 -0.62
H 2.4581 0.5685 0.2150 2.37 -0.50 0.04
H 1.3645 0.0305 1.5776 0.56 -0.48 0.95
H 0.8453 1.5146 -0.9646 0.35 0.44 -0.45
H 2.1915 -1.6536 -2.4056 -0.87 1.30 1.49
```
Positions in Å, forces in eV/Å.

Table of Löwdin atomic charges, one value per atom, all in e: C -0.471; C 0.014; C -0.045; C -0.168; C -0.239; C -0.720; C 0.005; C -0.208; C -0.358; N 0.096; N 0.070; N -0.287; O -0.335; S 1.079; Cl 0.629; H 0.121; H 0.082; H 0.126; H 0.082; H 0.057; H 0.066; H 0.085; H 0.086; H 0.125; H 0.107

Entry 4:
This record from OMol25 describes the ion C3H6N3 with charge +1. The level of theory is ωB97M-V with the def2-TZVPD basis set.

Results
HOMO-LUMO gap = 6.39 eV
relative energy (zero: lowest compared OMol25 entry of this formula, charge and spin) = 3.707 eV
multiplicity = 1
net charge = +1
E = -7667.669 eV

Geometry as XYZ:
```
12
Properties=species:S:1:pos:R:3:forces:R:3
C 2.1037 -0.3155 0.4505 3.60 2.01 0.09
C -1.4657 -0.5435 -0.0923 1.86 0.12 0.89
C 0.7783 -0.2337 0.8946 -2.51 3.25 0.41
N 3.2763 -0.2432 0.3793 -2.18 -1.05 -1.65
N -0.3143 0.2430 -0.0387 0.34 -1.10 0.17
N -2.4037 -0.1490 -0.9008 0.90 2.76 -1.65
H 0.7389 -1.2365 1.1957 -1.72 -1.94 0.65
H 0.7820 0.4012 1.9098 0.35 -1.21 -1.97
H 3.9423 -0.6079 -0.3216 0.21 0.33 0.85
H -0.1814 1.0569 -0.6731 0.42 -0.57 0.87
H -3.1875 -0.7454 -0.8664 -1.18 -0.23 -0.47
H -2.4047 0.7335 -1.5763 -0.09 -2.38 1.81
```
Positions in Å, forces in eV/Å.

Table of Löwdin atomic charges, one value per atom, all in e: C 0.047; C -0.206; C -0.123; N 0.358; N -0.049; N 0.049; H 0.124; H 0.223; H 0.182; H 0.145; H 0.075; H 0.175

Please write out number 4 again, unchanged.
This record from OMol25 describes the ion C3H6N3 with charge +1. The level of theory is ωB97M-V with the def2-TZVPD basis set.

Results
HOMO-LUMO gap = 6.39 eV
relative energy (zero: lowest compared OMol25 entry of this formula, charge and spin) = 3.707 eV
multiplicity = 1
net charge = +1
E = -7667.669 eV

Geometry as XYZ:
```
12
Properties=species:S:1:pos:R:3:forces:R:3
C 2.1037 -0.3155 0.4505 3.60 2.01 0.09
C -1.4657 -0.5435 -0.0923 1.86 0.12 0.89
C 0.7783 -0.2337 0.8946 -2.51 3.25 0.41
N 3.2763 -0.2432 0.3793 -2.18 -1.05 -1.65
N -0.3143 0.2430 -0.0387 0.34 -1.10 0.17
N -2.4037 -0.1490 -0.9008 0.90 2.76 -1.65
H 0.7389 -1.2365 1.1957 -1.72 -1.94 0.65
H 0.7820 0.4012 1.9098 0.35 -1.21 -1.97
H 3.9423 -0.6079 -0.3216 0.21 0.33 0.85
H -0.1814 1.0569 -0.6731 0.42 -0.57 0.87
H -3.1875 -0.7454 -0.8664 -1.18 -0.23 -0.47
H -2.4047 0.7335 -1.5763 -0.09 -2.38 1.81
```
Positions in Å, forces in eV/Å.

Table of Löwdin atomic charges, one value per atom, all in e: C 0.047; C -0.206; C -0.123; N 0.358; N -0.049; N 0.049; H 0.124; H 0.223; H 0.182; H 0.145; H 0.075; H 0.175

- Which of these has the highest relative energy (zero: lowest compared OMol25 entry of this formula, charge and spin)?
  C3H6N3

- Which value of E does entry 3 give?
  -39366.814 eV